17
Properties=species:S:1:pos:R:3:forces:R:3 method="wB97M-V/def2-TZVPD" orbital_gap_ev="7.6438 / 5.2133"
C 2.12624 0.71351 0.73740 -0.83 -0.46 0.47
C 1.38623 -0.49842 1.02415 0.08 0.32 -2.50
C 1.86652 1.04168 -0.56598 0.43 0.47 -2.29
C 0.84393 -0.86080 -0.24800 -0.65 -0.46 0.54
C -0.00372 -1.92962 -0.58994 1.28 1.84 1.62
O 1.09460 0.06968 -1.22168 1.37 1.21 2.05
O -1.65313 1.50183 0.61672 -0.03 0.11 0.41
O -2.95906 0.45537 -1.16892 -0.69 -1.65 1.25
O -1.76699 -1.06828 0.59015 2.29 -3.64 -0.13
P -2.59737 0.10381 0.42097 -2.42 4.74 -0.68
H 2.72373 1.29157 1.44904 -0.35 -0.22 -0.49
H 1.18119 -1.05905 1.94078 0.39 0.44 -0.44
H 2.24840 1.85755 -1.29567 -0.76 -1.55 1.76
H -0.27180 -2.21149 -1.55490 -0.61 0.17 -1.55
H 0.02563 -2.69768 0.10756 -0.44 -1.25 1.21
H -1.93832 2.22560 1.21825 -0.03 -1.14 -0.59
H -2.30607 1.06474 -1.45992 0.98 1.08 -0.64